[1]
Computed, not measured: a gas-phase ion, C7H12F3N2 (charge +1) at a distorted geometry, with ωB97M-V/def2-TZVPD.

```
24
Properties=species:S:1:pos:R:3:lowdin_charge:R:1
F 0.46 -1.86 2.29 0.205
F -1.28 -1.18 1.29 0.169
F 0.05 -2.53 0.28 0.163
N 0.77 -0.41 0.52 -0.002
N -1.82 0.81 -0.71 -0.151
C 0.31 0.96 0.54 -0.015
C 3.11 -0.41 -0.41 -0.091
C 2.25 -0.49 0.81 -0.197
C -0.80 1.51 0.06 -0.020
C -3.23 1.13 -0.56 0.001
C 0.01 -1.49 1.12 -0.666
C -1.35 -0.18 -1.43 0.192
H 3.03 0.51 -1.04 0.086
H -0.28 -0.30 -1.47 0.110
H 2.52 -1.31 1.39 0.109
H -1.23 2.44 0.27 0.115
H -3.88 1.12 -1.58 0.167
H -3.67 0.28 0.02 0.125
H 1.01 1.63 0.98 0.133
H -3.35 2.11 -0.17 0.085
H 2.77 -1.15 -1.24 0.102
H 2.63 0.35 1.36 0.114
H -2.15 -0.83 -2.01 0.181
H 4.15 -0.74 -0.30 0.086
```

LUMO energy, eV: -5.163
HOMO level, eV: -13.5
Structure (SMILES): C=[N+](C)/C=C\N(CC)C(F)(F)F
Orbital gap, eV: 8.37
Charge: +1
Relative energy (zero: lowest compared OMol25 entry of this formula, charge and spin), kcal per mole: 32.31
Max |F|, eV Å⁻¹: 4.40



[2]
Computed, not measured: a single C5H9NO molecule, with ωB97M-V/def2-TZVPD.

```
16
Properties=species:S:1:pos:R:3:lowdin_charge:R:1
O -0.01 -0.94 -2.26 0.091
N -1.64 0.14 -0.92 0.104
C 0.18 -0.02 0.09 -0.454
C -1.09 0.86 0.24 -0.099
C -0.43 -0.41 -1.26 -0.474
C 0.20 -1.23 1.01 -0.032
C 1.52 0.68 -0.04 -0.027
H 2.13 0.12 -0.76 0.090
H -2.39 0.37 -1.57 0.140
H -0.90 1.92 0.04 0.113
H 0.51 -0.97 2.03 0.084
H 2.06 0.71 0.92 0.082
H 1.41 1.70 -0.41 0.084
H -1.64 0.76 1.19 0.114
H 0.89 -1.99 0.62 0.092
H -0.80 -1.69 1.07 0.091
```

LUMO energy, eV: 0.870
HOMO level, eV: -9.6
Structure (SMILES): CC1(C)CNC1=O
Orbital gap, eV: 10.49
Relative energy (zero: lowest compared OMol25 entry of this formula, charge and spin), kcal per mole: 18.31
Max |F|, eV Å⁻¹: 0.47



[3]
Computed, not measured: a molecular structure, C21H36N6O5SV, with ωB97M-V/def2-TZVPD.

```
70
Properties=species:S:1:pos:R:3:lowdin_spin:R:1
V 0.33 0.46 -0.02 2.280
S 1.28 0.25 -3.03 0.262
O -1.47 -1.57 1.88 0.012
O -3.41 -0.07 0.57 0.001
O 0.13 0.75 -3.92 0.105
O 1.36 -1.14 -0.79 0.044
O -4.95 0.03 -1.06 0.000
N -1.01 1.34 1.51 0.011
N 1.76 1.30 0.79 -0.068
N 4.66 -0.85 -3.65 0.003
N -0.98 1.76 -1.29 0.016
N 3.99 -1.54 -1.73 0.002
N -1.63 -1.46 -1.07 0.009
C 4.68 -0.73 -5.08 0.003
C 5.27 3.26 1.97 0.035
C 4.32 -0.14 -1.45 0.001
C 0.62 -0.82 -1.84 0.142
C -1.75 3.41 0.39 0.001
C -0.60 -1.66 -2.11 0.023
C -1.15 3.19 -0.99 0.003
C -2.87 -0.94 -1.62 0.001
C 4.67 2.29 2.77 0.003
C 2.90 3.28 -1.01 0.006
C 2.86 1.92 1.13 0.011
C 4.07 -1.90 -3.02 0.004
C 4.80 0.35 -2.82 0.000
C -3.84 -0.26 -0.61 0.000
C -0.93 2.80 1.54 0.006
C 3.52 1.63 2.39 0.016
C -1.88 -2.65 -0.25 0.003
C 4.66 3.56 0.75 0.003
C 2.89 0.58 3.26 0.006
C 3.51 2.93 0.32 0.017
C -1.08 -2.64 1.04 0.004
H -1.84 4.48 0.56 0.000
H 3.92 -0.01 -5.42 0.002
H -1.79 3.66 -1.74 -0.001
H 1.84 3.03 -1.00 0.002
H -2.19 -1.08 1.42 0.000
H 3.26 -1.96 -1.17 0.000
H 1.92 0.92 3.64 0.002
H 2.69 -0.32 2.68 0.003
H -0.01 -2.54 0.80 0.003
H -1.96 1.02 1.33 0.001
H 5.66 -0.40 -5.44 0.000
H -2.94 -2.67 0.02 0.000
H 4.19 1.16 -3.22 0.000
H -0.24 -2.70 -2.07 0.006
H 5.13 2.03 3.72 -0.001
H -3.44 -1.72 -2.15 0.000
H 5.10 4.32 0.11 -0.001
H -1.66 -3.57 -0.81 0.001
H -2.76 2.99 0.41 0.000
H -0.66 0.94 2.37 0.005
H -0.67 1.67 -2.27 0.002
H -0.17 3.67 -1.06 0.000
H 3.03 4.35 -1.24 0.001
H 3.54 0.34 4.11 0.000
H -2.64 -0.20 -2.39 0.000
H 3.34 2.72 -1.84 0.002
H 5.84 0.68 -2.80 0.000
H -1.30 3.21 2.49 0.001
H 6.18 3.77 2.28 0.004
H 5.09 -0.06 -0.68 0.000
H -1.90 1.32 -1.28 0.004
H 3.43 0.39 -1.08 0.001
H -1.23 -3.59 1.56 0.000
H -1.00 -1.47 -3.10 0.000
H 4.45 -1.71 -5.50 0.000
H 0.12 3.07 1.43 0.001
```

LUMO energy (spin up / spin down), eV: 4.878 / 4.875
HOMO level (spin up / spin down), eV: 0.1 / -0.7
2S+1: 4
Orbital gap (spin up / spin down), eV: 4.79 / 5.57
Charge: -2
Relative energy (zero: lowest compared OMol25 entry of this formula, charge and spin), kcal per mole: 85.95
Max |F|, eV Å⁻¹: 0.54